Here is a molecular structure, C5H12O2 at a distorted geometry from the OMol25 dataset. Energies are from ωB97M-V/def2-TZVPD.

Energy relative to the best compared isomer or geometry (same formula, charge and spin) ... 106.6 kcal/mol
Net charge ... 0
HOMO-LUMO gap ... 10.212 eV
E_LUMO ... 0.92 eV

CARTESIAN COORDINATES (ANGSTROEM)
1 C 0.236 0.550 -2.918
2 C -0.420 0.858 -1.591
3 O -0.667 -0.361 -0.944
4 C -0.635 0.100 1.404
5 C -0.339 -0.592 2.696
6 O 1.073 -0.584 2.579
7 C 1.079 -0.792 1.200
8 H -0.394 -0.168 -3.454
9 H 1.208 0.073 -2.743
10 H 0.377 1.448 -3.522
11 H -1.390 1.350 -1.723
12 H 0.207 1.539 -0.986
13 H -0.371 1.160 1.329
14 H -1.710 0.030 1.097
15 H -0.685 -0.133 3.619
16 H -0.728 -1.625 2.598
17 H 0.079 -0.534 -0.358
18 H 1.025 -1.875 0.940
19 H 2.054 -0.445 0.775